One molecule with the formula C5H9N3O3S at a distorted geometry. Source: the OMol25 dataset; level of theory: ωB97M-V/def2-TZVPD.

As for the energy above the lowest of the compared OMol25 structures with the same formula, charge and spin: 60.71 kcal per mole. The HOMO energy comes out at -8.7 eV. As for the total charge: 0. As for the strongest force on any atom: 3.55 eV/Å. The gap between HOMO and LUMO comes out at 0.3393 hartree. For the energy, the calculation gives -26775.8955 eV.

XYZ file:
```
21
Properties=species:S:1:pos:R:3:forces:R:3:lowdin_charge:R:1
S 0.401 2.148 -1.253 1.07 2.57 -0.75 0.77
O 1.172 0.807 -1.884 -0.25 1.94 0.11 -0.13
O 1.154 2.706 -0.120 -0.37 -1.31 -1.50 -0.29
O 0.157 3.010 -2.363 0.07 -0.73 0.16 -0.25
N -0.851 1.291 0.709 -0.43 -0.19 1.83 0.12
N -2.100 1.532 -1.328 -1.41 -1.08 -0.34 0.15
N 3.112 0.574 -0.462 -2.60 -1.87 -0.31 0.13
C -1.212 -1.748 0.187 -1.93 -1.88 2.32 -0.04
C 1.057 -0.738 -0.147 1.22 0.07 0.69 -0.07
C 1.780 0.173 -0.844 0.49 -1.94 2.28 -0.47
C -0.270 -1.248 -0.565 1.28 0.01 -1.84 -0.22
C -1.135 1.521 -0.542 1.33 1.08 -1.46 -0.62
H 0.108 1.531 1.013 -1.23 -0.35 0.37 0.12
H -0.498 -1.291 -1.666 0.52 0.44 1.08 0.13
H 3.310 1.364 -1.020 1.27 0.66 -0.54 0.07
H -2.938 1.074 -0.939 0.27 0.47 -0.11 0.08
H -1.200 -1.938 1.300 0.53 0.66 -1.18 0.08
H -1.638 0.942 1.224 0.47 -0.11 0.91 0.13
H 1.586 -1.043 0.813 -1.13 0.01 -1.27 0.14
H 3.700 -0.264 -0.496 0.20 1.05 -0.26 0.11
H -2.135 -2.198 -0.220 0.62 0.50 -0.19 0.06
```
Forces are in eV/Å.

---

An isolated ion of composition C5H9N4 and charge +1 at a distorted geometry. Source: the OMol25 dataset; level of theory: ωB97M-V/def2-TZVPD.

As for the energy above the lowest of the compared OMol25 structures with the same formula, charge and spin: 96.70 kcal per mole. The HOMO energy comes out at -12.0 eV. As for the total charge: +1. As for the strongest force on any atom: 7.62 eV/Å. The gap between HOMO and LUMO comes out at 0.3274 hartree. For the energy, the calculation gives -11281.2882 eV.

XYZ file:
```
18
Properties=species:S:1:pos:R:3:forces:R:3:lowdin_charge:R:1
N -1.556 -1.232 -0.548 0.28 0.70 0.54 0.14
N 0.137 0.241 -0.005 -1.56 -3.24 -6.18 0.05
N 0.364 -0.771 -2.130 -0.11 -1.85 -2.87 0.05
N 1.458 0.157 -1.938 -0.70 -0.46 0.22 0.02
C -0.629 0.118 1.065 -0.52 -0.18 1.61 -0.29
C -0.556 -0.741 -1.209 3.51 3.79 5.60 -0.10
C -0.165 0.917 2.288 0.40 -0.05 -0.39 0.02
C 1.427 0.622 -0.463 2.30 -0.12 -1.00 -0.11
C -1.685 -0.714 0.797 0.57 0.00 0.59 0.01
H -2.421 -1.147 1.473 0.17 0.40 -0.51 0.13
H 0.395 0.285 3.003 -0.86 0.00 -0.13 0.10
H 1.360 0.751 -2.754 0.19 1.12 0.81 0.13
H 1.647 1.690 -0.244 -0.40 -0.37 -0.99 0.14
H 2.375 0.100 -0.089 -1.77 0.10 0.40 0.15
H 0.369 -1.362 -3.054 0.00 1.60 2.64 0.23
H -2.143 -1.942 -0.879 -1.03 -1.01 -0.57 0.16
H -1.052 1.423 2.732 1.06 -0.19 -0.08 0.10
H 0.674 1.606 1.956 -1.52 -0.27 0.31 0.09
```
Forces are in eV/Å.